Formula: C21H26N2O8S
Source: the OMol25 dataset
Level of theory: wB97M-V/def2-TZVPD

```
58
Properties=species:S:1:pos:R:3:lowdin_charge:R:1
O -2.751 -2.323 -5.097 -0.273
S -1.545 -2.492 -4.268 0.791
O -1.541 -3.801 -3.591 -0.287
O -0.168 -2.318 -5.191 -0.115
C 0.152 -1.031 -5.500 -0.245
C 0.848 -0.896 -6.703 0.066
C 1.287 0.344 -7.150 -0.307
O 1.967 0.469 -8.326 0.064
C 1.020 1.471 -6.388 -0.005
C 0.329 1.362 -5.181 -0.002
C -0.102 0.109 -4.693 -0.098
C -0.766 -0.005 -3.374 -0.142
C -0.718 1.020 -2.407 0.058
C -1.341 0.874 -1.165 -0.225
O -1.288 1.880 -0.236 0.056
C -2.017 -0.310 -0.857 -0.241
O -2.633 -0.469 0.354 0.070
C -2.069 -1.332 -1.795 0.043
C -1.447 -1.173 -3.042 -0.194
H 1.046 -1.789 -7.285 0.135
H 2.023 -0.386 -8.780 0.115
H 1.350 2.441 -6.749 0.122
H 0.134 2.285 -4.645 0.110
H -0.175 1.934 -2.598 0.115
H -0.820 2.652 -0.593 0.127
H -2.586 0.372 0.844 0.096
H -2.605 -2.247 -1.549 0.142
C 3.420 -0.141 5.421 -0.051
N 2.339 -0.348 4.461 0.038
C 1.938 0.548 3.555 -0.460
O 2.485 1.642 3.436 0.042
C 0.765 0.198 2.611 -0.176
C -0.620 0.418 3.256 -0.113
C -0.847 1.791 3.918 -0.415
C -0.717 2.963 2.944 -0.071
C -2.261 1.834 4.501 -0.080
N 0.795 -1.138 1.980 0.121
C 0.771 -2.335 2.570 -0.536
C 0.797 -3.530 1.647 0.012
O 0.724 -2.505 3.781 0.029
H 4.382 -0.176 4.906 0.084
H 3.311 0.836 5.898 0.084
H 3.391 -0.919 6.186 0.085
H 1.832 -1.228 4.486 0.090
H 0.844 0.913 1.792 0.138
H -0.766 -0.344 4.023 0.122
H -1.383 0.268 2.497 0.097
H -0.136 1.924 4.733 0.135
H 0.286 2.990 2.520 0.068
H -1.457 2.879 2.151 0.064
H -0.878 3.897 3.483 0.081
H -3.002 1.717 3.710 0.078
H -2.382 1.030 5.227 0.079
H -2.423 2.784 5.009 0.079
H 0.804 -1.150 0.973 0.141
H -0.023 -3.453 0.934 0.081
H 0.677 -4.437 2.239 0.088
H 1.747 -3.561 1.119 0.087
```

Its LUMO energy is 0.001 eV. The calculation puts the molar mass at 466.5 g mol⁻¹. For the electronic energy, the calculation gives -1925.47568 hartree. As for the spin multiplicity: 1. The value obtained for the HOMO energy is -0.319 hartree. For the HOMO-LUMO gap, the calculation gives 8.67 eV. As for the SMILES: O=S1(=O)Oc2cc(O)ccc2-c2cc(O)c(O)cc21.CNC(=O)[C@H](CC(C)C)NC(C)=O. The calculation puts the energy above the lowest of the compared OMol25 structures with the same formula, charge and spin at 0.0 kcal/mol.